Record 1
Molecular formula: C44H38N3P2Tc
Method: DFT, ωB97M-V with the def2-TZVPD basis set

XYZ file:
```
88
Properties=species:S:1:pos:R:3
Tc 0.4849 -0.0794 0.4404
C -3.0830 2.1937 -0.1975
C -3.1082 2.2485 -1.5853
C -2.1137 1.6322 -2.3384
C -1.0830 0.9668 -1.6943
C -1.0487 0.9364 -0.2835
C -2.0515 1.5450 0.4709
C -0.0350 0.2112 -2.3686
C 0.0962 0.0374 -3.7482
C 1.0497 -0.8245 -4.2222
C 1.8928 -1.5305 -3.3402
C 2.8417 -2.4809 -3.7837
C 3.6106 -3.1576 -2.8791
C 3.4841 -2.8884 -1.5029
C 2.5888 -1.9555 -1.0426
C 1.7687 -1.2842 -1.9558
N 0.8053 -0.4022 -1.5126
H -3.8716 2.6658 0.3735
H -3.9153 2.7627 -2.0890
H -2.1661 1.6646 -3.4180
H -2.0420 1.5274 1.5520
H -0.5682 0.5540 -4.4239
H 1.1471 -0.9872 -5.2885
H 2.9387 -2.6696 -4.8448
H 4.3275 -3.8935 -3.2144
H 4.1144 -3.4172 -0.8009
H 2.5611 -1.7226 0.0214
C -0.7498 -5.3387 1.9549
N -0.9363 -3.9166 1.6388
C -2.1178 -3.2211 1.7276
C -1.8628 -1.9630 1.2969
N -0.5262 -1.8786 0.9357
C -0.0090 -3.0915 1.1667
H -1.4550 -5.6110 2.7346
H 0.2634 -5.4878 2.3170
H -0.9300 -5.9356 1.0643
H -3.0241 -3.6828 2.0780
H -2.5340 -1.1286 1.1974
H 1.0109 -3.3875 0.9866
C 3.2414 2.2753 1.3966
P 1.5721 2.1088 0.7479
C 1.2394 3.2632 -0.5811
C 2.1202 3.2101 -1.6641
C 1.9084 4.0250 -2.7641
C 0.8238 4.8922 -2.7866
C -0.0562 4.9407 -1.7136
C 0.1419 4.1224 -0.6121
C 0.5078 2.2866 2.1875
C 0.1660 1.0779 2.8107
C -0.6900 1.0377 3.9051
C -1.1942 2.2330 4.3950
C -0.8383 3.4432 3.8065
C 0.0077 3.4792 2.7070
P 3.7275 0.6193 2.1315
C 4.6648 1.1186 3.6175
C 4.3911 2.2588 4.3683
C 5.1264 2.5374 5.5113
C 6.1292 1.6723 5.9236
C 6.3923 0.5202 5.1940
C 5.6634 0.2415 4.0513
C 5.0730 0.1167 1.0079
C 5.1983 -1.2301 0.6881
C 6.2823 -1.6862 -0.0515
C 7.2440 -0.7915 -0.4868
C 7.1374 0.5591 -0.1610
C 6.0703 1.0035 0.5951
H 3.0916 3.0121 2.1899
H 3.9516 2.6895 0.6828
H 2.9813 2.5490 -1.6505
H 2.5987 3.9980 -3.5958
H 0.6701 5.5408 -3.6382
H -0.8930 5.6255 -1.7295
H -0.5589 4.1610 0.2096
H 0.6526 0.1174 2.5574
H -0.9270 0.1002 4.3879
H -1.8485 2.2281 5.2560
H -1.2173 4.3688 4.2183
H 0.2784 4.4302 2.2680
H 3.6040 2.9502 4.0941
H 4.9138 3.4328 6.0787
H 6.7027 1.8928 6.8132
H 7.1696 -0.1600 5.5137
H 5.8883 -0.6561 3.4881
H 4.4740 -1.9372 1.0761
H 6.3959 -2.7420 -0.2634
H 8.0947 -1.1435 -1.0538
H 7.9057 1.2529 -0.4727
H 6.0376 2.0448 0.8962
```

Output
- spin multiplicity = 4
- total charge = +3
- HOMO-LUMO gap (spin up / spin down) (eV) = 6.28 / 4.59
- energy (eV) = -71466.77629
- energy above the lowest of the compared OMol25 structures with the same formula, charge and spin (kJ/mol) = 0.0
- E_HOMO (spin up / spin down) (Eh) = -0.56039 / -0.55951

These are the Löwdin partial charges, in e, on atoms 1 to 8: Tc 1.449; C -0.018; C -0.001; C 0.027; C -0.173; C -0.253; C -0.077; C -0.183

***

Record 2
Molecular formula: C4H12N2OS
Method: DFT, ωB97M-V with the def2-TZVPD basis set

XYZ file:
```
20
Properties=species:S:1:pos:R:3
C 0.5121 -1.4981 0.0886
C 2.2743 0.1307 -0.3727
C 0.6444 0.4012 1.4992
C 0.7842 0.0333 0.0887
N -3.2741 1.0216 -1.0117
N -0.0514 0.8275 -0.7654
O -2.5015 -0.9616 0.3358
S -2.4056 0.4780 0.2705
H 1.2426 -2.1356 0.5665
H -0.3730 -1.6193 0.6459
H 0.2967 -1.8795 -0.8671
H 2.7712 -0.5447 0.3623
H 2.5728 1.2295 -0.1608
H 2.5119 -0.0002 -1.3922
H 0.8436 1.4727 1.6224
H -0.3630 0.1587 1.7828
H 1.2611 -0.1211 2.1616
H -2.9185 1.9910 -1.2911
H -3.3797 0.5045 -1.9290
H -0.4484 0.5110 -1.6344
```

Output
- spin multiplicity = 1
- HOMO-LUMO gap (spin up / spin down) (eV) = 7.65 / 8.80
- energy (eV) = -20202.01749
- energy above the lowest of the compared OMol25 structures with the same formula, charge and spin (kJ/mol) = 395.4
- E_HOMO (spin up / spin down) (Eh) = -0.28716 / -0.32876

These are the natural (NBO) partial charges, in e, on atoms 1 to 8: C -0.629; C -0.594; C -0.599; C 0.052; N -1.071; N -0.623; O -0.888; S 1.326

***

Record 3
Molecular formula: C25H18BiN3O4
Method: DFT, ωB97M-V with the def2-TZVPD basis set

XYZ file:
```
51
Properties=species:S:1:pos:R:3
Bi -0.6326 -0.9935 -1.6617
C -2.8916 -2.8153 -2.4944
O -2.9088 -1.4628 -1.6550
C -2.8330 -2.2286 -0.0916
C -4.0052 -2.8088 0.3235
C -4.3843 -2.7837 1.6708
C -3.5470 -2.2107 2.6319
C -2.3258 -1.6540 2.2504
C -1.9490 -1.6498 0.8993
N -0.6704 -0.9935 0.4719
N 0.2878 -1.1872 1.2025
C 1.6274 -1.2658 0.7197
C 1.9744 -1.8567 -0.5788
O 1.6297 -1.4628 -1.6928
C 3.2758 -2.0523 -0.8785
C 4.3071 -1.6279 -0.0792
C 4.0307 -1.0461 1.1607
C 5.0800 -0.6525 2.0072
C 4.8077 -0.0917 3.2563
C 3.4876 0.0811 3.6726
C 2.4311 -0.3035 2.8436
C 2.6881 -0.8674 1.5765
H -3.7701 -3.4473 -2.2539
H -2.1373 -3.4967 -2.9670
H -3.1807 -2.0465 -3.2070
H -4.6883 -3.2689 -0.3724
H -5.3280 -3.2175 1.9736
H -3.8424 -2.2059 3.6731
H -1.6776 -1.2218 3.0046
H 3.5049 -2.4947 -1.8683
H 5.3309 -1.7750 -0.4038
H 6.1132 -0.7850 1.7043
H 5.6214 0.2064 3.9046
H 3.2812 0.5138 4.6435
H 1.4194 -0.1529 3.1985
O -0.1092 1.6603 0.5468
C -0.3819 1.9757 -0.6038
N -0.6326 1.1863 -1.6617
C -0.8834 1.9757 -2.7196
O -1.1561 1.6603 -3.8702
C -0.7905 3.3737 -2.3275
C -0.9599 4.5435 -3.0419
C -0.7955 5.7474 -2.3481
C -0.4702 5.7474 -0.9752
C -0.3056 4.5434 -0.2814
C -0.4749 3.3737 -0.9958
H -1.2096 4.5086 -4.0954
H -0.9200 6.6906 -2.8728
H -0.3458 6.6906 -0.4504
H -0.0560 4.5085 0.7721
H -0.6326 -2.8594 -1.6617
```

Output
- spin multiplicity = 1
- HOMO-LUMO gap (eV) = 5.84
- energy (eV) = -44706.67289
- energy above the lowest of the compared OMol25 structures with the same formula, charge and spin (kJ/mol) = 411.9
- E_HOMO (Eh) = -0.25618

These are the natural (NBO) partial charges, in e, on atoms 1 to 8: Bi 1.638; C -0.313; O -0.614; C 0.253; C -0.261; C -0.194; C -0.185; C -0.228

***

Record 4
Molecular formula: C2H8NO2
Method: DFT, ωB97M-V with the def2-TZVPD basis set

XYZ file:
```
13
Properties=species:S:1:pos:R:3
C -0.4505 1.1596 -0.0393
O 0.4358 1.0736 0.9822
C -1.1974 -0.1925 -0.3845
N -0.3720 -1.3162 -0.7708
H -1.2511 1.8906 0.1730
H 0.1939 1.4846 -0.9127
H -1.7078 -0.4286 0.5419
H -1.9410 0.0588 -1.1338
H -0.0054 -1.0915 -1.6949
H 0.4350 -1.4227 -0.1879
H 2.7454 -0.3929 1.3916
H 1.1703 0.0078 0.9332
O 1.9447 -0.8306 1.1021
```

Output
- spin multiplicity = 1
- total charge = -1
- HOMO-LUMO gap (eV) = 8.05
- energy (eV) = -7788.90904
- energy above the lowest of the compared OMol25 structures with the same formula, charge and spin (kJ/mol) = 26.6
- E_HOMO (Eh) = -0.12483

These are the natural (NBO) partial charges, in e, on atoms 1 to 8: C -0.038; O -0.886; C -0.248; N -0.861; H 0.105; H 0.092; H 0.166; H 0.150

***

Record 5
Molecular formula: C45H32F4N8O2PPt
Method: DFT, ωB97M-V with the def2-TZVPD basis set

XYZ file:
```
93
Properties=species:S:1:pos:R:3
Pt 0.0291 0.6761 0.7913
O 0.4486 0.5293 2.8114
N 1.6336 0.3922 3.3191
N 2.6190 0.2467 2.5352
O 2.5899 0.2318 1.2463
C 3.9197 0.1274 3.1797
C 4.0615 0.1257 4.5658
C 5.3297 0.0248 5.1150
C 6.4498 -0.0768 4.2985
C 6.2928 -0.0785 2.9211
C 5.0273 0.0224 2.3556
H 3.1834 0.2005 5.1886
H 5.4448 0.0261 6.1932
H 7.4382 -0.1486 4.7358
H 7.1591 -0.1597 2.2745
H 4.8760 0.0257 1.2871
N -0.3225 1.0425 -1.0701
P 0.8400 1.2721 -2.1342
C 2.3898 2.0965 -1.6398
C 2.3133 3.0823 -0.6566
C 3.4620 3.7115 -0.2032
C 4.6971 3.3681 -0.7367
C 4.7772 2.4041 -1.7322
C 3.6275 1.7676 -2.1854
C 1.4126 -0.2445 -2.9264
C 2.1165 -1.1348 -2.1090
C 2.6141 -2.3098 -2.6450
C 2.4136 -2.5992 -3.9897
C 1.7037 -1.7227 -4.7954
C 1.1954 -0.5431 -4.2650
C 0.2023 2.3570 -3.4426
C -1.1647 2.6272 -3.4588
C -1.6932 3.4761 -4.4240
C -0.8589 4.0589 -5.3675
C 0.5078 3.8056 -5.3410
C 1.0396 2.9586 -4.3801
H 1.3462 3.3422 -0.2470
H 3.3906 4.4663 0.5723
H 5.5974 3.8550 -0.3813
H 5.7372 2.1355 -2.1576
H 3.7025 1.0086 -2.9546
H 2.2792 -0.8918 -1.0615
H 3.1524 -3.0043 -2.0134
H 2.8126 -3.5144 -4.4095
H 1.5401 -1.9558 -5.8406
H 0.6395 0.1438 -4.8929
H -1.7890 2.1764 -2.6964
H -2.7558 3.6852 -4.4329
H -1.2695 4.7226 -6.1193
H 1.1614 4.2751 -6.0667
H 2.1078 2.7726 -4.3545
F -2.2046 -2.9486 2.0524
C -2.5904 -4.0489 1.4226
C -3.5989 -4.7769 1.9668
F -4.1513 -4.3287 3.0855
C -4.0641 -5.9934 1.4047
C -3.3638 -6.3828 0.2348
C -2.3752 -5.6372 -0.3241
F -1.7801 -6.1149 -1.4113
C -1.9435 -4.4026 0.2152
C -0.9562 -3.5924 -0.3985
C -0.3696 -2.4582 0.2144
N 0.1948 -1.5657 0.6801
C -0.4882 -3.8260 -1.7312
N -0.1076 -3.9571 -2.8140
F -3.6760 -7.5296 -0.3545
C -5.1033 -6.7585 1.9752
C -5.5071 -8.0364 1.4770
N -5.8783 -9.0777 1.1455
C -5.8679 -6.3294 3.1041
N -6.5381 -6.0472 3.9996
C -3.0978 0.1258 2.7179
N -3.9702 0.5344 1.6278
C -5.0753 1.3376 2.1124
C -3.2721 1.1173 0.4704
C -2.4584 2.3614 0.7951
C -3.1232 3.5871 0.8262
C -2.4953 4.7482 1.2618
C -1.1916 4.6788 1.7243
C -0.5047 3.4691 1.6733
C -1.0965 2.3134 1.1662
H -3.6546 -0.5293 3.3932
H -2.7005 0.9749 3.2965
H -2.2525 -0.4314 2.3271
H -5.6206 0.7699 2.8713
H -5.7598 1.5584 1.2894
H -4.7571 2.2906 2.5692
H -4.0392 1.3631 -0.2716
H -2.6232 0.3568 0.0501
H -4.1553 3.6330 0.4915
H -3.0259 5.6953 1.2488
H -0.6992 5.5670 2.1071
H 0.5141 3.4344 2.0480
```

Output
- spin multiplicity = 3
- total charge = -1
- HOMO-LUMO gap (spin up / spin down) (eV) = 7.10 / 5.51
- energy (eV) = -86600.57245
- energy above the lowest of the compared OMol25 structures with the same formula, charge and spin (kJ/mol) = 31.6
- E_HOMO (spin up / spin down) (Eh) = -0.18312 / -0.20179

These are the Löwdin partial charges, in e, on atoms 1 to 8: Pt 1.128; O -0.308; N -0.014; N -0.251; O -0.175; C -0.151; C -0.023; C -0.092

***

Repeat the second record exactly.
Molecular formula: C4H12N2OS
Method: DFT, ωB97M-V with the def2-TZVPD basis set

XYZ file:
```
20
Properties=species:S:1:pos:R:3
C 0.5121 -1.4981 0.0886
C 2.2743 0.1307 -0.3727
C 0.6444 0.4012 1.4992
C 0.7842 0.0333 0.0887
N -3.2741 1.0216 -1.0117
N -0.0514 0.8275 -0.7654
O -2.5015 -0.9616 0.3358
S -2.4056 0.4780 0.2705
H 1.2426 -2.1356 0.5665
H -0.3730 -1.6193 0.6459
H 0.2967 -1.8795 -0.8671
H 2.7712 -0.5447 0.3623
H 2.5728 1.2295 -0.1608
H 2.5119 -0.0002 -1.3922
H 0.8436 1.4727 1.6224
H -0.3630 0.1587 1.7828
H 1.2611 -0.1211 2.1616
H -2.9185 1.9910 -1.2911
H -3.3797 0.5045 -1.9290
H -0.4484 0.5110 -1.6344
```

Output
- spin multiplicity = 1
- HOMO-LUMO gap (spin up / spin down) (eV) = 7.65 / 8.80
- energy (eV) = -20202.01749
- energy above the lowest of the compared OMol25 structures with the same formula, charge and spin (kJ/mol) = 395.4
- E_HOMO (spin up / spin down) (Eh) = -0.28716 / -0.32876

These are the natural (NBO) partial charges, in e, on atoms 1 to 8: C -0.629; C -0.594; C -0.599; C 0.052; N -1.071; N -0.623; O -0.888; S 1.326